(1)
9
Properties=species:S:1:pos:R:3:forces:R:3:lowdin_spin:R:1 method="wB97M-V/def2-TZVPD" homo_lumo_gap_ev="7.75 / 6.71" charge=+3 homo_energy_ev="-25.66 / -26.48" relative_energy_kcal_mol=0.0 spin_multiplicity=5
O -1.755364 -1.192133 -1.526425 0.9 1.6 1.5 0.127
C -1.331552 -0.279311 -1.009537 -1.1 -1.6 -3.4 0.076
C -0.832135 0.975038 -0.538725 1.0 -3.1 0.9 0.425
C -1.762286 1.380055 0.364801 -0.7 3.9 -0.7 0.320
H -1.474175 1.763741 1.344869 -0.8 -0.2 0.7 0.039
H -2.538830 1.896754 -0.287972 -1.1 -0.7 1.3 0.023
O 2.148498 -0.518140 -0.103577 -0.2 1.0 -0.2 0.141
C 2.629883 -1.529909 0.080584 1.5 -2.9 0.5 0.041
Ir 1.169191 1.241184 -0.299041 0.4 1.9 -0.6 2.808

=====

(2)
9
Properties=species:S:1:pos:R:3:forces:R:3:lowdin_spin:R:1 method="wB97M-V/def2-TZVPD" homo_lumo_gap_ev="5.22 / 7.87" homo_energy_ev="-6.23 / -8.92" spin_multiplicity=2
O 2.093485 -0.335218 0.057166 0.0 -0.1 0.5 0.181
C 2.158638 0.089109 -1.211755 0.3 0.1 -0.8 0.446
C 0.918180 0.444109 -1.783529 -0.3 0.2 0.5 0.088
C -0.311590 0.737937 -1.820837 0.5 -0.7 0.9 0.206
H 3.121201 0.109481 -1.730282 -0.4 0.0 0.2 0.023
C -2.379990 0.032435 1.795429 -0.2 -0.2 0.7 0.002
O -2.154966 -1.202350 1.699184 0.2 0.8 -0.2 0.003
La -0.134461 -0.158002 0.624659 -0.4 0.1 -1.4 0.049
H -3.310497 0.282499 2.369965 0.2 -0.2 -0.3 0.001

=====

(3)
10
Properties=species:S:1:pos:R:3:forces:R:3:lowdin_charge:R:1 method="wB97M-V/def2-TZVPD" homo_lumo_gap_ev="6.01 / 5.40" homo_energy_ev="-6.59 / -6.17" relative_energy_kcal_mol=58.2
H -2.519546 1.393538 -0.085815 0.0 -0.3 0.2 0.107
O -2.588820 -0.650394 -0.384723 0.2 -0.6 0.0 -0.251
C -2.039658 0.414332 0.095267 0.5 0.9 -0.5 -0.412
C -0.769977 0.432056 0.631119 0.2 0.0 -0.2 -0.204
C 0.482411 0.329404 0.837321 1.4 -2.9 -0.7 -0.201
Li -0.989942 -1.308812 -1.177022 -0.3 0.4 0.8 0.765
O 2.834170 -0.120387 -0.230512 0.2 -0.8 0.2 -0.434
C 1.763305 -0.693440 0.191850 -1.4 1.3 0.8 -0.383
Tl 1.900217 1.852572 -0.631868 -0.1 1.3 -0.4 0.935
H 1.927837 -1.648870 0.754382 -0.7 0.7 -0.1 0.080

=====

(4)
9
Properties=species:S:1:pos:R:3:forces:R:3:lowdin_charge:R:1 method="wB97M-V/def2-TZVPD" smiles=N#Cc1cnoc1 homo_lumo_gap_ev=11.43 homo_energy_ev=-11.08 relative_energy_kcal_mol=47.2
N 1.719706 -1.915468 -1.280093 0.5 -0.3 -0.7 0.169
C 1.075638 -1.178745 -0.691923 -0.7 -0.4 2.6 -0.162
C 0.205364 -0.337739 0.101178 0.9 0.0 -5.9 -0.192
C -0.463103 0.574146 -0.778962 -1.3 0.0 1.5 -0.078
N -1.216568 1.420082 -0.139971 1.0 0.7 -3.2 0.072
O -0.888133 1.268302 1.111892 -0.3 -2.2 3.6 -0.010
C -0.179056 0.099649 1.243456 1.2 0.8 5.2 -0.055
H -0.451619 0.366745 -1.773200 -0.4 0.3 -2.9 0.097
H 0.197771 -0.296973 2.207623 -0.9 1.0 -0.4 0.158

=====

(5)
9
Properties=species:S:1:pos:R:3:forces:R:3:lowdin_charge:R:1 method="wB97M-V/def2-TZVPD" smiles="N#CC#CC(N)=O" homo_lumo_gap_ev=10.61 homo_energy_ev=-11.07 relative_energy_kcal_mol=20.5
N 3.555699 1.169446 0.054004 -0.7 -0.9 0.1 0.169
C 2.673587 0.418456 0.094304 0.7 0.7 0.0 -0.220
C 1.506815 -0.323111 0.122510 -0.6 0.0 0.0 0.001
C 0.369076 -0.723177 0.115964 0.6 0.3 0.0 0.114
C -1.101607 -0.831505 0.050568 -0.2 -0.2 0.0 -0.546
N -1.621728 0.408916 -0.151409 -0.2 0.0 0.0 0.168
O -1.733971 -1.857601 0.156652 0.3 0.4 0.0 0.083
H -1.027401 1.220859 -0.212531 -0.1 -0.2 0.0 0.111
H -2.620474 0.517719 -0.230064 0.1 -0.1 0.0 0.119

=====

(6)
9
Properties=species:S:1:pos:R:3:forces:R:3:lowdin_charge:R:1 method="wB97M-V/def2-TZVPD" homo_lumo_gap_ev=10.30 homo_energy_ev=-10.58 relative_energy_kcal_mol=109.7
N -1.342139 0.600586 0.442560 -0.1 0.0 0.0 0.179
C -0.749705 -0.584327 0.719807 -0.1 -0.2 0.0 -0.535
O -1.307568 -1.658424 0.802414 0.1 0.4 0.0 0.086
C 0.715749 -0.518903 0.875289 0.2 -0.5 -0.1 -0.110
C 1.907792 -0.998370 0.793791 -0.6 -0.4 0.1 0.127
C 2.873187 0.455208 0.406779 -0.6 0.5 0.2 0.027
N 1.688788 0.710392 0.639604 0.9 0.3 -0.3 0.000
H -0.834729 1.470672 0.409510 0.0 -0.2 0.0 0.104
H -2.334050 0.593683 0.259391 0.1 0.0 0.1 0.122

=====

Number 1: electronic energy -406.6674 Ha. Number 2: electronic energy -335.5124 Ha. Number 3: electronic energy -483.9431 Ha. Number 4: electronic energy -338.2662 Ha. Number 5: electronic energy -338.3087 Ha. Number 6: electronic energy -338.1666 Ha.